(1)
Below is 2 unconnected molecules or ions with the total composition C12H17N in a non-equilibrium geometry, with properties calculated with ωB97M-V with the def2-TZVPD basis set.

Element x y z (Å)
C 2.33261 1.97885 -0.96633
C 2.47534 -0.58055 -0.71663
C 1.79351 0.59380 -0.79241
C 0.34229 -1.18184 -1.06488
C 0.41565 0.22396 -1.02397
C -0.85216 -1.81598 -1.39499
C -0.74205 1.00037 -1.16669
C -2.00109 -1.03667 -1.46246
C -1.95003 0.35368 -1.33002
N 1.60843 -1.64306 -0.79449
H 3.54708 -0.67178 -0.68920
H 1.85622 -2.61026 -0.91266
H 1.67557 2.61934 -1.54719
H 3.29393 1.93511 -1.48399
H -0.94160 -2.89660 -1.38854
H -0.64158 2.07159 -1.07347
H -2.93773 -1.57119 -1.54104
H -2.87435 0.90866 -1.36050
H 2.49852 2.51278 -0.02382
C -1.04129 0.68711 3.36452
C 0.11072 0.14628 2.50249
C -2.36971 0.65457 2.61025
H -1.13751 0.04938 4.24672
H -0.85018 1.70979 3.67709
H 0.25773 -0.92213 2.68071
H -2.40718 1.41858 1.83902
H -2.55577 -0.31933 2.15791
H -3.19598 0.81834 3.30715
H -0.12318 0.26648 1.44944
H 1.04791 0.67536 2.68223

HOMO ... -7.84 eV
LUMO energy ... 0.034 hartree
Total charge ... 0
Spin multiplicity ... 1
Relative energy (zero: lowest compared OMol25 entry of this formula, charge and spin) ... 34.5 kJ/mol
SMILES string ... Cc1c[nH]c2ccccc12.CCC



(2)
Below is 2 unconnected molecules or ions with the total composition C12H17N in a non-equilibrium geometry, with properties calculated with ωB97M-V with the def2-TZVPD basis set.

Element x y z (Å)
C -2.29494 -0.16050 3.01587
C -0.30670 0.98050 0.06010
C -1.42925 0.33029 0.56889
C -1.44358 0.54986 2.00878
C -0.29935 1.21006 2.28234
C -0.00831 0.97276 -1.30481
C -0.92199 0.34482 -2.13455
C -2.07445 -0.27865 -1.64640
C -2.33747 -0.29484 -0.28879
N 0.42879 1.47135 1.12509
H 0.79966 1.56462 -1.70664
H -0.64649 0.20098 -3.17333
H 1.00428 2.29322 1.05918
H -2.70723 -0.80883 -2.34715
H 0.15456 1.49428 3.21895
H -3.16822 -0.83551 0.15120
H -1.71596 -0.49930 3.87242
H -2.73460 -1.05995 2.60314
H -3.11456 0.46072 3.38526
C 3.06232 -1.18502 -0.60555
C 2.12687 -2.33221 -1.00470
C 3.74530 -0.60102 -1.83898
H 3.75200 -1.54910 0.15963
H 2.46360 -0.39206 -0.15241
H 1.78491 -2.90181 -0.13930
H 1.23739 -1.93430 -1.50470
H 3.16411 0.21849 -2.28063
H 2.56601 -3.04279 -1.70045
H 3.88277 -1.27116 -2.69236
H 4.69645 -0.12235 -1.58056

HOMO ... -7.98 eV
LUMO energy ... 0.035 hartree
Total charge ... 0
Spin multiplicity ... 1
Relative energy (zero: lowest compared OMol25 entry of this formula, charge and spin) ... 41.7 kJ/mol
SMILES string ... Cc1c[nH]c2ccccc12.CCC



(3)
Below is 2 unconnected molecules or ions with the total composition C12H17N in a non-equilibrium geometry, with properties calculated with ωB97M-V with the def2-TZVPD basis set.

Element x y z (Å)
C 2.10304 1.30333 -0.51617
C 1.37547 2.57740 -0.80821
C 3.51505 1.24173 -1.14309
H 2.22198 1.07057 0.54965
H 1.49039 0.44701 -0.93025
H 0.84640 2.97491 0.08807
H 3.40078 1.19416 -2.24186
H 4.20839 2.02466 -0.81605
H 0.55464 2.55913 -1.54458
H 2.00231 3.39937 -1.19131
H 3.89621 0.21692 -0.94390
C -2.40937 1.03616 -0.94990
C -1.58993 -2.08481 0.86619
C -1.31397 -0.65399 0.67001
C -2.40690 -0.21132 -0.17139
C -3.10289 -1.34715 -0.51661
C -0.82123 -2.93214 1.70392
C 0.32011 -2.36306 2.21577
C -0.08479 -0.10883 1.19880
C 0.57751 -1.01583 1.96289
N -2.68585 -2.46953 0.10532
H -2.83471 -3.41144 -0.30345
H -0.93490 -3.97692 1.52573
H -3.90845 -1.37530 -1.26134
H 0.94984 -2.86534 2.91770
H 0.25516 0.91823 0.96581
H -2.10957 1.99463 -0.47471
H -3.31305 1.41817 -1.49113
H 1.55471 -0.65946 2.36844
H -1.75634 1.09873 -1.83435

HOMO ... -7.78 eV
LUMO energy ... 0.032 hartree
Total charge ... 0
Spin multiplicity ... 1
Relative energy (zero: lowest compared OMol25 entry of this formula, charge and spin) ... 171.1 kJ/mol
SMILES string ... Cc1c[nH]c2ccccc12.CCC



(4)
Below is 2 unconnected molecules or ions with the total composition C12H17N in a non-equilibrium geometry, with properties calculated with ωB97M-V with the def2-TZVPD basis set.

Element x y z (Å)
C 0.94911 1.53532 2.51057
C 1.19460 0.46796 0.13084
C 1.26313 0.43316 1.57047
C 1.41047 -0.84146 -0.32490
C 1.59218 -0.82922 1.90743
C 1.08897 1.51788 -0.78752
C 1.12571 1.18776 -2.12942
C 1.29839 -0.12140 -2.58226
C 1.48137 -1.15584 -1.67711
N 1.74391 -1.61478 0.76402
H 1.06417 2.55784 -0.48934
H 1.13060 2.01224 -2.82572
H 1.14618 -0.35203 -3.62712
H -0.06392 1.93054 2.36416
H 1.61494 2.40034 2.41215
H 1.72207 -1.29940 2.86634
H 1.60675 -2.60496 0.89219
H 1.60067 -2.18834 -1.99146
H 1.03251 1.24117 3.55896
C -3.53286 0.31321 0.29577
C -4.78363 -0.27306 -0.37860
C -2.28935 -0.55972 0.25528
H -3.29249 1.32472 -0.06136
H -3.76133 0.51426 1.34704
H -4.79136 0.04353 -1.42596
H -2.47290 -1.53995 0.69811
H -1.86250 -0.68608 -0.75002
H -5.66404 0.21438 0.03306
H -4.78736 -1.35289 -0.31437
H -1.47161 -0.04050 0.75554

HOMO ... -7.95 eV
LUMO energy ... 0.034 hartree
Total charge ... 0
Spin multiplicity ... 1
Relative energy (zero: lowest compared OMol25 entry of this formula, charge and spin) ... 40.2 kJ/mol
SMILES string ... Cc1c[nH]c2ccccc12.CCC



no.,calculated total energy (a.u.)
1,-522.207125
2,-522.204408
3,-522.155117
4,-522.204963